# C17H16Br2Cl24O2

9 unconnected molecules or ions with the total composition C17H16Br2Cl24O2 at a distorted geometry (ωB97M-V with the def2-TZVPD basis set, the Open Molecules 2025 dataset).

total energy	-17000.42980	Ha
LUMO energy	-0.0613	Ha
E_HOMO	-10.0	eV
orbital gap	8.291	eV
total charge	0
SMILES	C[C@H](Br)[C@@H](Br)C1=CC(=O)C=CC1=O.ClC(Cl)Cl.ClC(Cl)Cl.ClC(Cl)Cl.ClC(Cl)Cl.ClC(Cl)Cl.ClC(Cl)Cl.ClC(Cl)Cl.ClC(Cl)Cl
2S+1	1

Each line ends with the Löwdin charge.
Positions of all 61 atoms, in Å:
Br (5.705, 1.653, -3.023)  0.6754
Br (3.167, 2.971, -5.005)  0.7401
Cl (8.057, -0.037, -1.516)  0.4696
Cl (7.098, -4.085, -6.186)  0.5360
Cl (-6.082, -1.588, 4.021)  0.5172
Cl (9.690, -2.459, -1.635)  0.5219
Cl (-3.890, 2.188, -0.001)  0.5222
Cl (-6.280, 4.544, 7.896)  0.5206
Cl (10.823, 0.015, -0.627)  0.5308
Cl (-8.827, -0.742, 12.056)  0.5205
Cl (-6.651, 2.550, 5.817)  0.4842
Cl (-8.349, 4.909, 5.888)  0.5304
Cl (-4.847, -0.161, 6.772)  0.5000
Cl (-5.531, 1.072, 2.982)  0.4839
Cl (6.613, -0.738, -8.331)  0.5202
Cl (-2.054, 1.426, 2.128)  0.5209
Cl (-5.771, -1.177, 1.163)  0.5288
Cl (-1.063, 2.769, -0.251)  0.6052
Cl (4.144, -2.063, -7.576)  0.5061
Cl (-10.779, -1.639, 10.098)  0.5283
Cl (-6.214, -2.147, 8.386)  0.5378
Cl (6.703, -4.441, -3.328)  0.5272
Cl (4.803, -1.719, -10.383)  0.5352
Cl (-6.257, 0.646, 9.173)  0.5422
Cl (-10.236, 1.200, 10.415)  0.5175
Cl (7.207, -1.792, -4.397)  0.5174
O (-0.289, -1.504, -5.606)  0.1112
O (0.510, 2.743, -2.818)  0.0572
C (2.944, 1.581, -3.648)  -0.7112
C (-0.962, -0.364, -3.647)  0.0333
C (7.539, -3.512, -4.573)  -1.5471
C (-0.769, 0.742, -2.909)  0.0153
C (-7.449, 3.735, 6.849)  -1.5560
C (-9.556, -0.428, 10.482)  -1.5805
C (0.016, -0.754, -4.697)  -0.3630
C (5.446, -1.986, -8.765)  -1.5762
C (0.445, 1.570, -3.150)  -0.3362
C (-5.258, -0.660, 2.770)  -1.5483
C (9.358, -0.959, -0.761)  -1.5356
C (3.967, -0.602, -2.785)  -0.1338
C (-5.309, -0.631, 8.402)  -1.5204
C (1.383, -0.183, -4.590)  0.0719
C (1.611, 0.912, -3.840)  -0.1994
C (-2.415, 2.615, 0.868)  -1.5180
C (4.150, 0.637, -3.665)  -0.7626
H (-4.195, -0.842, 2.856)  -0.0014
H (-8.153, 3.208, 7.480)  0.0042
H (2.194, -0.663, -5.134)  0.1222
H (-8.774, -0.492, 9.736)  -0.0523
H (4.403, 0.347, -4.683)  0.0714
H (3.625, -1.436, -3.405)  0.0780
H (9.044, -1.227, 0.238)  0.0112
H (3.214, -0.453, -2.008)  0.0902
H (-4.412, -0.779, 8.987)  0.0157
H (2.930, 2.110, -2.695)  0.0883
H (8.604, -3.660, -4.455)  0.0022
H (4.900, -0.915, -2.321)  0.0408
H (-1.474, 1.047, -2.146)  0.0632
H (5.958, -2.939, -8.758)  -0.0137
H (-1.837, -0.986, -3.495)  0.1240
H (-2.570, 3.572, 1.348)  0.0160

=====

# C25H36N3O3

A gas-phase ion, C25H36N3O3 (charge +1) at a distorted geometry (ωB97M-V with the def2-TZVPD basis set, the Open Molecules 2025 dataset).

total energy	-1363.94303	Ha
LUMO energy	-0.0826	Ha
relative energy (zero: lowest compared OMol25 entry of this formula, charge and spin)	0.00	kJ/mol
E_HOMO	-10.3	eV
orbital gap	8.042	eV
total charge	+1
SMILES	CC[C@H](CO)[NH2+]C(c1ccc(N2CCOCC2)cc1)c1ccc(N2CCOCC2)cc1
2S+1	1

Each line ends with the Löwdin charge.
Positions of all 67 atoms, in Å:
O (-7.224, 2.258, 2.218)  -0.1350
O (0.269, -5.243, 3.065)  -0.0656
O (7.269, 1.430, 2.276)  -0.1321
N (4.607, 0.510, 2.316)  -0.0882
N (-4.994, 0.547, 2.288)  -0.1011
N (-0.144, -2.975, 4.427)  0.1380
C (-0.923, -4.212, 4.858)  -0.2690
C (-7.142, 1.273, 3.250)  -0.1820
C (3.246, -1.467, 1.813)  0.0011
C (1.076, -1.718, 2.831)  -0.2246
C (-3.824, -0.206, 2.387)  -0.2127
C (-2.714, -2.193, 3.238)  -0.0461
C (-1.467, -0.596, 1.944)  -0.0108
C (-2.622, 0.159, 1.746)  0.0080
C (5.165, 1.120, 3.519)  -0.1381
C (-2.085, -2.922, 6.718)  -0.0750
C (1.251, -0.513, 3.525)  -0.0395
C (-0.203, -2.509, 3.046)  -0.2131
C (2.100, -2.226, 2.037)  -0.0124
C (6.381, 1.999, 3.237)  -0.1795
C (6.607, 1.146, 1.042)  -0.1785
C (2.418, 0.219, 3.346)  0.0044
C (-6.611, 1.823, 1.000)  -0.1777
C (-1.477, -1.740, 2.764)  -0.1630
C (-5.131, 1.506, 1.200)  -0.1492
C (3.446, -0.248, 2.494)  -0.2072
C (-0.129, -5.427, 4.424)  -0.1753
C (-5.705, 0.844, 3.529)  -0.1362
C (5.510, 0.107, 1.237)  -0.1512
C (-3.848, -1.405, 3.134)  -0.0028
C (-1.190, -4.106, 6.348)  -0.1876
H (-0.368, -2.195, 5.053)  0.1609
H (-1.693, -5.042, 6.634)  0.1334
H (0.749, -5.565, 5.076)  0.1393
H (-4.737, 1.059, 0.281)  0.1306
H (-0.780, -6.314, 4.490)  0.1453
H (-0.171, -3.428, 2.453)  0.1396
H (2.522, 1.185, 3.836)  0.1089
H (4.400, 1.746, 3.989)  0.1091
H (-1.528, -1.985, 6.853)  0.0819
H (0.470, -0.131, 4.186)  0.1254
H (0.827, -3.198, 4.658)  0.1862
H (-2.584, 1.053, 1.121)  0.1118
H (-1.865, -4.195, 4.317)  0.1197
H (-7.572, 1.767, 4.134)  0.1324
H (-5.206, 1.664, 4.085)  0.1365
H (6.993, 2.086, 4.145)  0.1326
H (-7.116, 0.920, 0.599)  0.1323
H (-0.229, -4.088, 6.891)  0.1312
H (-5.716, -0.047, 4.161)  0.1083
H (6.164, 2.057, 0.593)  0.1328
H (-2.835, -3.187, 3.670)  0.0914
H (-4.784, -1.744, 3.587)  0.1173
H (0.611, -6.069, 2.684)  0.1225
H (-7.736, 0.374, 2.987)  0.1301
H (4.932, 0.027, 0.306)  0.1325
H (-2.885, -2.756, 5.985)  0.0738
H (4.008, -1.840, 1.129)  0.1036
H (1.981, -3.213, 1.586)  0.1215
H (5.471, 0.341, 4.247)  0.1367
H (-0.535, -0.286, 1.466)  0.1249
H (-2.569, -3.140, 7.677)  0.0887
H (-4.582, 2.443, 1.414)  0.1339
H (6.031, 2.998, 2.906)  0.1303
H (7.400, 0.739, 0.401)  0.1328
H (5.976, -0.874, 1.453)  0.1318
H (-6.739, 2.674, 0.314)  0.1323

=====

# C38H35N2P2Ti

A molecular structure, C38H35N2P2Ti (ωB97M-V with the def2-TZVPD basis set, the Open Molecules 2025 dataset).

total energy	-3110.25371	Ha
LUMO energy (alpha / beta)	-0.2418 / -0.2353	Ha
relative energy (zero: lowest compared OMol25 entry of this formula, charge and spin)	0.00	kJ/mol
E_HOMO (alpha / beta)	-13.7 / -13.9	eV
orbital gap (alpha / beta)	7.160 / 7.450	eV
total charge	+2
2S+1	2

Each line ends with the Löwdin spin population.
Positions of all 78 atoms, in Å:
Ti (0.159, 0.115, 0.948)  0.9509
P (-0.614, 2.395, -0.238)  -0.0091
P (-1.788, -0.516, -0.532)  0.0051
N (1.702, -1.113, 0.361)  0.0003
N (0.213, -0.816, 2.661)  -0.0055
C (-1.684, -4.547, -0.121)  0.0001
C (-1.971, -2.271, -0.865)  0.0007
C (-5.862, 1.444, 0.159)  0.0000
C (0.762, -1.273, 4.804)  -0.0007
C (3.559, 2.028, -0.126)  0.0034
C (1.850, -1.670, 3.992)  -0.0013
C (1.387, 2.117, 1.593)  0.0083
C (1.175, 2.168, 0.200)  0.0017
C (-3.383, 0.275, -0.293)  -0.0002
C (-0.531, 6.249, -1.540)  -0.0002
C (-5.512, 1.033, -1.121)  0.0000
C (-1.545, -3.183, 0.098)  0.0012
C (-1.187, 6.283, 0.778)  0.0000
C (-1.130, 4.899, 0.817)  -0.0002
C (2.464, -3.881, -0.906)  0.0003
C (5.241, -3.870, -0.974)  0.0002
C (1.508, -1.379, 2.693)  0.0031
C (2.281, 2.126, -0.652)  0.0012
C (2.670, 2.002, 2.118)  0.0052
C (-4.278, 0.446, -1.350)  -0.0004
C (-0.759, 4.192, -0.324)  -0.0027
C (-0.200, -0.761, 3.970)  0.0021
C (-3.742, 0.690, 0.987)  0.0004
C (-1.087, 0.238, -2.057)  0.0022
C (3.160, -5.077, -0.892)  0.0001
C (-0.841, 1.762, -1.949)  -0.0008
C (3.754, 1.950, 1.252)  -0.0006
C (-2.537, -2.735, -2.055)  -0.0001
C (2.214, -1.562, 1.462)  0.0290
C (-4.979, 1.271, 1.216)  0.0001
C (2.385, -1.380, -0.936)  -0.0007
C (-0.461, 4.865, -1.508)  -0.0006
C (-2.670, -4.096, -2.272)  0.0002
C (4.551, -5.070, -0.925)  0.0000
C (-0.888, 6.955, -0.399)  0.0000
C (-2.245, -5.000, -1.305)  0.0004
C (3.152, -2.669, -0.949)  0.0000
C (4.539, -2.669, -0.983)  -0.0001
H (4.758, 1.870, 1.647)  -0.0001
H (3.162, -2.095, 1.462)  0.0009
H (0.683, -1.371, 5.874)  -0.0001
H (-5.252, 1.582, 2.215)  0.0000
H (6.322, -3.868, -1.009)  0.0000
H (-1.109, -2.838, 1.030)  0.0004
H (-6.204, 1.164, -1.942)  0.0000
H (-1.710, 2.305, -2.329)  0.0001
H (5.081, -1.731, -1.028)  0.0000
H (2.771, -2.132, 4.311)  -0.0001
H (-1.357, -5.247, 0.636)  0.0000
H (-3.108, -4.456, -3.193)  0.0000
H (-1.389, 4.373, 1.728)  -0.0001
H (-2.358, -6.062, -1.479)  0.0000
H (-0.179, 4.332, -2.407)  0.0000
H (-3.057, 0.555, 1.818)  0.0005
H (-1.752, 0.034, -2.899)  0.0002
H (1.601, -1.391, -1.695)  0.0000
H (2.818, 1.971, 3.189)  0.0002
H (-1.477, 6.833, 1.663)  0.0000
H (5.092, -6.007, -0.921)  0.0000
H (4.416, 2.017, -0.786)  0.0002
H (-4.030, 0.121, -2.353)  0.0000
H (-6.828, 1.899, 0.335)  0.0000
H (2.145, 2.183, -1.726)  0.0000
H (-2.878, -2.047, -2.819)  0.0000
H (-0.001, 2.046, -2.584)  -0.0002
H (1.378, -3.887, -0.889)  0.0000
H (-1.175, -0.371, 4.218)  0.0003
H (-0.156, -0.287, -2.279)  0.0006
H (2.625, -6.016, -0.866)  0.0000
H (-0.941, 8.035, -0.431)  0.0000
H (3.034, -0.530, -1.153)  -0.0004
H (-0.306, 6.777, -2.456)  0.0000
H (0.552, 2.274, 2.278)  0.0050

=====

# C4H8F2

A single C4H8F2 molecule at a distorted geometry (ωB97M-V with the def2-TZVPD basis set, the Open Molecules 2025 dataset).

total energy	-356.92202	Ha
LUMO energy	0.0412	Ha
relative energy (zero: lowest compared OMol25 entry of this formula, charge and spin)	82.72	kJ/mol
E_HOMO	-11.4	eV
orbital gap	12.568	eV
total charge	0
SMILES	CCCC(F)F
2S+1	1

Each line ends with the Löwdin charge.
Positions of all 14 atoms, in Å:
F (0.781, -2.424, -0.002)  0.0429
F (-0.995, -2.612, 1.401)  -0.0175
C (0.434, 0.424, -0.667)  -0.2154
C (-0.170, -0.360, 0.560)  -0.1362
C (0.224, 1.918, -0.306)  -0.1133
C (-0.412, -1.873, 0.305)  -0.3382
H (-0.121, 0.222, -1.573)  0.0938
H (-0.592, 2.286, -0.913)  0.0663
H (-0.213, 1.984, 0.709)  0.0699
H (-1.041, -2.001, -0.593)  0.1502
H (-1.127, -0.017, 0.867)  0.1029
H (1.550, 0.254, -0.777)  0.1254
H (1.111, 2.512, -0.338)  0.0581
H (0.570, -0.313, 1.326)  0.1112